Entry 1:
Entry from OMol25: a 2-piece molecular cluster, C44H37N2S overall in a non-equilibrium geometry (wB97M-V/def2-TZVPD).

XYZ file:
```
84
Properties=species:S:1:pos:R:3:forces:R:3:lowdin_charge:R:1
C -7.3054 -1.3358 1.3265 0.443 -0.050 0.005 -0.06
C -6.7441 -0.0712 1.5544 -0.067 -0.210 -0.333 -0.06
C -5.3770 0.1462 1.3483 0.139 -0.439 0.245 -0.01
C -4.5380 -0.9504 1.0464 -0.581 -0.077 -0.372 -0.19
C -3.0661 -0.8560 1.0540 1.133 0.737 -0.868 -0.08
C -2.4651 0.2565 0.4661 -0.810 -0.821 -0.316 -0.12
C -1.1714 0.7549 0.7901 0.223 -0.034 1.400 0.01
C -1.1170 2.0715 1.3788 0.097 1.246 -0.431 -0.18
C -0.0984 2.4289 2.3051 -0.740 -0.396 0.196 0.01
C -0.4232 3.2686 3.3712 0.006 0.219 -0.043 -0.06
C -1.7178 3.7860 3.5086 0.303 -0.091 -0.409 -0.04
C -2.6419 3.6084 2.4715 0.169 0.279 -0.236 -0.05
C -2.2904 2.8852 1.3394 -0.201 -0.440 0.712 -0.01
C -2.2984 -1.8326 1.8271 -0.126 -1.179 0.561 -0.16
C -0.9314 -2.0926 1.5902 -0.211 0.245 0.057 -0.03
C -0.1501 -2.7009 2.5710 -0.368 -0.568 -0.100 -0.04
C -0.7781 -3.3506 3.6527 -0.273 0.920 -0.056 -0.04
C -2.1625 -3.1915 3.8521 0.340 -0.439 -0.173 -0.06
C -2.9170 -2.4863 2.9257 0.095 0.683 -0.222 -0.01
C -5.1152 -2.2089 0.7785 0.158 0.203 0.260 -0.04
C -6.4795 -2.4033 0.9323 -0.213 0.275 -0.125 -0.06
H -8.3813 -1.4915 1.4378 0.407 0.060 0.077 0.11
H -7.3832 0.7481 1.8938 0.238 -0.237 -0.251 0.11
H -4.9631 1.1532 1.4855 -0.064 -0.527 0.115 0.11
H -3.1540 0.8748 -0.1183 0.292 0.077 0.556 0.10
H -0.3824 0.0614 1.0617 -0.558 0.421 0.422 0.09
H 0.8944 1.9774 2.2554 -0.397 -0.075 0.017 0.11
H 0.3253 3.5048 4.1268 -0.144 -0.104 -0.222 0.11
H -1.9857 4.3910 4.3740 0.089 -0.269 -0.144 0.12
H -3.6464 4.0248 2.5600 0.378 0.128 -0.164 0.12
H -3.0004 2.8441 0.5052 0.316 -0.273 0.461 0.12
H -0.5209 -1.8437 0.6018 0.121 0.241 0.656 0.11
H 0.9401 -2.6765 2.4908 -0.355 -0.462 -0.241 0.10
H -0.1755 -3.9509 4.3301 -0.144 0.288 0.066 0.11
H -2.6724 -3.5941 4.7342 0.347 -0.127 -0.450 0.11
H -4.0040 -2.4160 3.0370 0.531 0.201 0.224 0.12
H -4.4653 -3.0310 0.4545 -0.306 0.297 0.293 0.13
H -6.8854 -3.3978 0.7494 -0.059 0.326 -0.004 0.11
C 6.9639 1.3218 -0.6450 -0.145 0.130 -0.170 -0.08
C 6.2893 2.0965 0.3071 -0.126 -0.121 -0.103 -0.07
C 4.9432 1.8411 0.5946 -0.082 -0.425 -0.299 -0.04
C 4.3018 0.7760 -0.0493 -0.129 -0.157 0.192 -0.23
C 2.8467 0.3759 0.2405 0.119 0.386 -0.228 -0.18
C 2.8392 -1.1325 0.5573 -0.055 0.022 0.051 -0.19
C 2.1553 -2.1131 -0.1812 0.436 0.027 0.303 -0.06
C 2.4308 -3.4726 0.0605 -0.079 0.306 0.058 -0.08
C 3.3375 -3.8585 1.0538 -0.237 0.170 -0.198 -0.09
C 3.9541 -2.8819 1.8389 -0.068 0.136 -0.012 -0.07
C 3.7138 -1.5368 1.5792 -0.184 -0.121 -0.093 -0.04
C 2.0343 0.7560 -1.0066 -0.128 0.006 0.016 -0.30
C 2.2951 2.1077 -1.6428 0.476 0.651 0.345 -0.11
C 1.6604 2.1198 -3.0314 0.187 0.033 -0.210 -0.10
N 0.4249 1.3325 -3.0476 0.109 0.075 0.136 -0.03
C -0.2794 1.0497 -4.2285 0.052 -0.206 0.152 -0.23
C -1.4312 0.3015 -3.9717 0.261 0.160 -0.689 -0.44
C -2.2219 -0.1636 -5.0208 0.125 0.281 0.142 -0.07
C -1.8345 0.1371 -6.3305 0.172 0.219 0.055 -0.07
C -0.6776 0.8900 -6.5884 0.031 0.038 0.611 -0.06
C 0.1128 1.3603 -5.5285 -0.184 -0.118 -0.044 0.00
S -1.5979 -0.0009 -2.2623 -0.690 -0.338 -0.133 1.15
C -0.0787 0.7761 -1.8986 1.056 -0.085 -0.309 -0.54
N 0.5769 0.6462 -0.7759 -0.584 -0.549 -1.539 0.07
C 4.9721 0.0228 -1.0225 0.261 0.243 0.136 -0.04
C 6.2971 0.3098 -1.3471 -0.312 0.020 0.201 -0.06
H 8.0061 1.5235 -0.8814 -0.180 0.034 0.131 0.10
H 6.7954 2.9103 0.8303 -0.046 -0.287 -0.222 0.11
H 4.3756 2.4553 1.3059 0.374 -0.266 -0.214 0.12
H 2.4570 0.9515 1.1013 0.257 -0.212 -0.243 0.13
H 1.4371 -1.8282 -0.9592 0.345 -0.146 0.293 0.11
H 1.9187 -4.2181 -0.5500 0.201 0.117 0.224 0.11
H 3.5713 -4.9102 1.2128 -0.143 0.227 -0.041 0.11
H 4.6402 -3.1572 2.6431 -0.190 0.019 -0.318 0.11
H 4.2531 -0.7673 2.1355 -0.135 -0.245 -0.087 0.12
H 2.3738 0.0434 -1.7897 -0.566 -0.108 0.266 0.15
H 1.8982 2.9016 -0.9946 -0.035 -0.118 -0.191 0.13
H 3.3717 2.2926 -1.7471 -0.286 0.014 -0.071 0.12
H 1.4499 3.1514 -3.3643 0.040 -0.425 0.068 0.14
H 2.3519 1.6512 -3.7518 -0.188 0.225 0.180 0.14
H -3.1177 -0.7394 -4.7962 0.173 0.078 -0.224 0.11
H -2.4427 -0.2004 -7.1659 0.115 -0.010 0.197 0.11
H -0.3702 1.1167 -7.6083 -0.186 -0.100 0.238 0.11
H 1.0235 1.9360 -5.6966 -0.297 -0.163 -0.086 0.11
H 4.4472 -0.8073 -1.5056 0.259 0.257 0.125 0.12
H 6.7803 -0.2706 -2.1408 0.000 0.299 0.441 0.11
```
Forces are in eV/Å.

Output
ΔE to the lowest compared entry with this formula, charge and spin in eV: 0.8107
HOMO in eV: -10.44
Kohn-Sham gap in eV: 5.95
Charge: +1

Entry 2:
Entry from OMol25: C44H38CsN6O3SSbSe8 as an isolated structure in a non-equilibrium geometry (wB97M-V/def2-TZVPD).

XYZ file:
```
102
Properties=species:S:1:pos:R:3:forces:R:3:lowdin_charge:R:1
Cs -0.6188 0.0668 -0.6928 0.055 -1.099 0.959 0.68
Se 0.8333 2.9758 4.4525 0.015 -0.176 -0.074 0.65
Se 1.0338 1.1807 5.8820 0.092 -0.046 0.001 0.61
C 1.6699 -0.2683 4.7400 -0.088 0.014 0.123 -0.67
C 1.5647 -1.5458 5.2745 -0.012 -0.033 0.087 -0.16
C 1.9301 -2.6152 4.4728 -0.037 -0.020 0.128 -0.06
C 2.3989 -2.3689 3.1981 0.033 0.032 -0.221 -0.10
C 2.4974 -1.0516 2.7776 -0.065 0.133 0.034 -0.14
N 2.1307 -0.0104 3.5389 0.120 0.040 -0.167 0.05
C -0.9094 2.6768 3.6635 -0.114 0.207 -0.531 -0.65
C -1.9583 2.1585 4.4063 0.113 0.025 0.067 -0.13
C -3.1919 2.0582 3.8004 -0.184 -0.018 0.049 -0.07
C -3.3330 2.4714 2.4875 -0.031 0.067 -0.190 -0.07
C -2.2278 2.9655 1.8183 0.522 -0.038 0.291 -0.13
N -1.0129 3.0803 2.3937 -0.333 -0.190 0.435 0.06
H 1.1648 -1.7059 6.2687 -0.001 0.034 0.011 0.09
H 1.8089 -3.6321 4.8234 0.004 0.006 0.032 0.11
H 2.6221 -3.1721 2.5100 0.007 0.021 -0.017 0.09
H 2.8491 -0.8186 1.7810 0.006 0.072 -0.089 0.09
H -1.8040 1.8427 5.4280 0.015 0.002 0.010 0.07
H -4.0289 1.6400 4.3450 -0.003 0.014 -0.002 0.11
H -4.2726 2.3675 1.9635 0.011 -0.003 -0.010 0.10
H -2.2932 3.2519 0.7748 0.067 -0.004 0.027 0.10
O -6.8360 -3.5485 -0.1234 -0.247 0.258 -0.027 -0.13
C -7.0558 -2.3193 -0.7768 0.015 -0.199 0.023 -0.23
C -6.0292 -1.2702 -0.4228 -0.067 0.034 0.002 -0.20
C -5.6344 -0.3181 -1.3465 0.107 -0.075 -0.257 -0.02
C -4.5176 0.4522 -1.0812 0.059 -0.020 0.183 -0.15
N -3.8120 0.3567 0.0431 -0.032 0.222 0.029 0.09
C -4.2367 -0.5082 0.9645 0.005 -0.067 0.045 -0.25
C -5.3453 -1.3242 0.7780 0.057 0.000 0.017 -0.04
C -3.3735 -0.7318 2.1624 -0.014 -0.059 -0.134 -0.24
C -3.9136 -1.1391 3.3810 0.015 -0.012 -0.004 0.02
C -3.0599 -1.4319 4.4297 -0.018 0.018 -0.007 -0.20
C -3.5771 -1.7710 5.7975 -0.018 0.025 0.013 -0.20
O -3.6037 -0.6140 6.6466 0.042 -0.077 0.014 -0.07
C -1.6921 -1.3343 4.2116 -0.006 -0.035 0.057 0.00
C -1.2428 -0.9138 2.9709 -0.134 0.064 -0.100 -0.15
N -2.0655 -0.5918 1.9761 0.008 0.046 0.202 0.08
H -5.8974 -3.7901 -0.2800 0.134 -0.124 0.012 -0.07
H -8.0595 -1.9806 -0.5037 -0.034 -0.015 0.039 0.12
H -7.0399 -2.4536 -1.8650 -0.017 0.067 -0.034 0.12
H -6.0995 -0.2661 -2.3246 -0.006 -0.003 0.023 0.11
H -4.1328 1.1322 -1.8347 -0.007 0.046 0.030 0.10
H -5.5744 -2.0990 1.4937 -0.019 -0.011 -0.008 0.10
H -4.9861 -1.2247 3.5077 0.003 0.000 -0.021 0.12
H -2.9597 -2.5541 6.2488 0.011 -0.009 0.014 0.12
H -4.6030 -2.1323 5.7509 -0.023 0.016 -0.014 0.12
H -2.7202 -0.2299 6.6125 -0.011 0.041 -0.017 0.07
H -0.9787 -1.6014 4.9853 -0.108 0.031 -0.062 0.10
H -0.1844 -0.8564 2.7450 -0.063 0.001 0.015 0.06
Se 5.1632 -0.6095 -0.7074 -0.199 -0.087 -0.166 0.60
Se 5.0783 1.4417 -1.7383 -0.118 -0.145 0.134 0.61
C 4.0007 2.4301 -0.4737 -0.142 0.074 0.049 -0.67
C 4.2629 3.7933 -0.3553 -0.010 0.054 0.017 -0.14
C 3.5114 4.5307 0.5463 0.109 0.030 -0.076 -0.09
C 2.5477 3.8884 1.3027 -0.095 0.021 -0.017 -0.09
C 2.3585 2.5295 1.1080 0.091 -0.180 -0.207 -0.14
N 3.0617 1.8110 0.2227 0.000 0.058 0.092 0.07
C 3.7402 -1.6090 -1.6105 -0.259 0.146 -0.258 -0.66
C 3.7268 -2.9791 -1.3821 0.131 0.124 0.154 -0.14
C 2.7238 -3.7257 -1.9732 0.084 -0.204 0.099 -0.11
C 1.8207 -3.1005 -2.8068 -0.063 0.201 -0.145 -0.13
C 1.9392 -1.7357 -2.9837 0.285 0.323 0.186 -0.17
N 2.8756 -0.9734 -2.3821 0.111 -0.362 0.020 0.05
H 5.0571 4.2502 -0.9323 0.001 0.000 -0.006 0.09
H 3.6972 5.5916 0.6722 -0.007 -0.011 -0.018 0.10
H 1.9426 4.4157 2.0276 0.010 -0.014 -0.048 0.07
H 1.6195 1.9936 1.6907 -0.006 -0.058 -0.028 0.07
H 4.4508 -3.4388 -0.7192 0.013 0.014 -0.006 0.09
H 2.6010 -4.7804 -1.7617 0.022 -0.009 0.005 0.09
H 1.0004 -3.6540 -3.2455 -0.017 0.021 -0.012 0.03
H 1.2241 -1.2103 -3.6031 -0.044 -0.043 0.044 0.05
Se -0.6006 -5.7332 -2.0643 -0.048 -0.012 -0.047 -0.30
Sb -1.4717 -3.6555 -1.0835 0.222 -0.117 -0.185 -0.32
Se 0.2978 -2.7791 0.4612 0.157 -0.736 0.365 -0.21
Se -1.7682 -1.9197 -2.8946 -0.396 -0.484 -0.467 -0.35
Se -3.5805 -4.0246 0.1471 0.164 -0.055 0.094 -0.06
O -0.5327 2.4809 -1.2925 0.289 2.281 -0.696 -0.86
S 0.3637 3.5283 -1.8782 -0.054 -0.142 0.054 1.00
C -0.6998 4.5745 -2.8854 -0.025 -0.099 0.023 -0.36
C -1.8941 4.0503 -3.3560 -0.018 0.053 -0.027 -0.05
C -2.7135 4.8510 -4.1368 0.004 0.003 0.011 -0.07
C -2.3395 6.1578 -4.4310 -0.017 -0.007 -0.002 -0.09
C -1.1494 6.6745 -3.9387 0.016 -0.029 0.042 -0.09
C -0.3253 5.8804 -3.1511 0.029 0.020 -0.064 -0.09
C 1.2477 2.7624 -3.2437 -0.047 0.147 0.035 -0.35
C 2.4147 3.3901 -3.6558 0.006 -0.063 -0.041 -0.11
C 3.1230 2.8761 -4.7309 0.000 0.004 0.030 -0.10
C 2.6623 1.7367 -5.3749 -0.007 -0.009 0.002 -0.07
C 1.4997 1.1148 -4.9451 -0.037 -0.046 0.033 -0.06
C 0.7801 1.6172 -3.8689 0.062 -0.046 -0.123 -0.06
H -2.1696 3.0332 -3.1007 0.025 0.021 0.000 0.11
H -3.6462 4.4534 -4.5168 0.011 0.010 0.007 0.11
H -2.9847 6.7783 -5.0403 0.001 -0.005 0.000 0.10
H -0.8653 7.6963 -4.1574 -0.012 -0.009 -0.002 0.10
H 0.6034 6.2711 -2.7500 -0.019 -0.008 -0.005 0.11
H 2.7751 4.2632 -3.1265 0.015 0.045 0.046 0.10
H 4.0448 3.3490 -5.0469 -0.014 -0.008 0.009 0.10
H 3.2234 1.3145 -6.1989 -0.004 0.015 -0.001 0.10
H 1.1476 0.2140 -5.4311 0.017 0.007 -0.006 0.11
H -0.1107 1.0878 -3.5488 -0.040 0.110 0.116 0.08
```
Forces are in eV/Å.

Output
ΔE to the lowest compared entry with this formula, charge and spin in eV: 1.1593
HOMO in eV: -1.01
Kohn-Sham gap in eV: 3.99
Charge: -2